*w*
Computed, not measured: an isolated ion of composition C2H9N4 and charge +1, with the ωB97M-V functional and the def2-TZVPD basis.

```
15
Properties=species:S:1:pos:R:3
C -0.176 -0.769 2.305
N 0.877 -0.952 1.293
N 0.645 -0.938 -0.059
N -0.083 0.560 -0.595
C -0.494 0.713 -1.773
N -0.502 1.884 -2.329
H 0.302 -0.342 3.177
H -1.006 -0.224 1.917
H -0.626 -1.700 2.672
H 1.544 -0.267 1.564
H 0.043 -1.816 -0.280
H 1.538 -0.787 -0.582
H -0.688 -0.206 -2.423
H -1.109 2.087 -3.137
H -0.263 2.757 -1.748
```

For the HOMO energy, the calculation gives -14.07 eV. As for the SMILES: CN[NH2+]/N=C/N. Its charge is +1. The HOMO-LUMO gap is 10.320 eV.



*x*
Computed, not measured: C2H9N4 as an isolated structure, with the ωB97M-V functional and the def2-TZVPD basis.

```
15
Properties=species:S:1:pos:R:3
C 2.653 0.321 -0.130
C -1.404 0.551 0.525
N -0.193 -1.435 -0.470
N 1.740 0.996 -0.671
N 3.334 -0.354 0.567
N -0.637 -0.091 -0.555
H -2.028 -0.259 0.818
H -0.781 0.702 1.315
H -1.861 1.415 0.262
H 1.968 1.471 -1.495
H 0.505 0.723 -0.460
H -0.540 -1.744 0.450
H -0.810 -1.920 -1.106
H -1.044 -0.039 -1.441
H 4.171 -0.845 0.728
```

For the HOMO energy, the calculation gives -13.85 eV. Its charge is +1. The HOMO-LUMO gap is 10.593 eV.



*y*
Computed, not measured: a 2-piece molecular cluster, C2H9N4 overall, with the ωB97M-V functional and the def2-TZVPD basis.

```
15
Properties=species:S:1:pos:R:3
C -1.440 -0.234 -0.109
C 2.721 0.711 0.050
N -2.704 0.140 0.045
N -0.551 0.734 -0.300
N 2.025 -0.326 -0.089
N -0.911 -1.451 -0.126
H 3.881 0.708 -0.201
H 2.455 1.635 0.648
H -2.899 1.090 0.199
H -3.272 -0.597 0.428
H -0.565 1.725 -0.056
H 0.392 0.543 -0.403
H 2.400 -1.211 -0.376
H 0.084 -1.391 0.090
H -1.616 -2.075 0.198
```

For the HOMO energy, the calculation gives -14.17 eV. Its charge is +1. The HOMO-LUMO gap is 11.187 eV.



Short version: *y*, *x*, *w*, most stable first.



*w*
Computed, not measured: an isolated molecule of C4H2, with the ωB97M-V functional and the def2-TZVPD basis.

```
6
Properties=species:S:1:pos:R:3
C 0.445 -0.440 -1.574
C 0.639 -0.865 -0.429
C 0.090 -0.209 0.847
C -0.566 0.525 1.547
H 0.545 -0.107 -2.587
H -1.153 1.096 2.196
```

For the HOMO energy, the calculation gives -9.89 eV. As for the SMILES: C#CC#C. Its charge is 0. The HOMO-LUMO gap is 10.328 eV.



*x*
Computed, not measured: an isolated molecule of C4H2, with the ωB97M-V functional and the def2-TZVPD basis.

```
6
Properties=species:S:1:pos:R:3
C -0.690 -0.679 1.158
C -1.349 -1.507 1.853
C -0.020 0.031 0.246
C 0.528 0.604 -0.766
H 0.139 0.154 -1.664
H 1.393 1.397 -0.827
```

For the HOMO energy, the calculation gives -9.81 eV. Its charge is 0. The HOMO-LUMO gap is 8.214 eV.



Short version: *w*, *x*, most stable first.